(1)
Entry from OMol25: C21H34AsAuO2P2S2 as an isolated structure (ωB97M-V/def2-TZVPD).

Values from the calculation:
Highest occupied orbital energy (spin up / spin down), eV: -9.924 / -11.340
Kohn-Sham gap (spin up / spin down), Eh: 0.285 / 0.252
Energy above the lowest of the compared OMol25 structures with the same formula, charge and spin, kJ/mol: 9.9
Total charge: +1
Multiplicity: 2

```
63
C21H34AsAuO2P2S2 ωB97M-V/def2-TZVPD
Au -0.32684 1.78385 0.34037
As 0.18316 1.13370 -1.96563
S 2.12670 1.09218 1.16943
S -0.28133 2.87960 2.55835
P -2.57663 0.93325 0.63096
P 1.17367 1.49645 2.85770
O 0.42108 0.21936 3.43606
O 2.14016 1.85653 4.04846
C -3.13964 0.93410 2.35181
C -1.22472 1.24022 -3.28214
C 1.08138 -1.22167 -3.35949
C 0.38017 -2.18981 -5.45747
C -1.49585 -2.96614 0.58700
C 0.74963 -0.73570 -1.98085
C 4.09334 2.80139 5.06207
C 1.14409 -0.94000 3.92803
C -3.89916 1.71514 -0.31938
C 2.37438 -1.10842 -3.86421
C -3.13915 -1.32653 -0.94356
C 3.09269 2.95618 3.94695
C -1.65684 -1.63505 0.93395
C 0.39038 -1.49619 5.10963
C 0.08889 -1.77142 -4.16777
C -2.48414 -0.80782 0.17096
C 1.65119 2.10273 -2.75979
C -2.13993 -3.47736 -0.53444
C -2.96172 -2.65918 -1.29601
C 1.66953 -2.06360 -5.95548
C 2.66695 -1.52636 -5.15440
H -0.91569 -1.88429 -3.77441
H -0.05709 -1.30951 -1.52691
H -3.64216 1.75463 -1.37729
H -2.00404 -4.51461 -0.81013
H 1.36305 3.14480 -2.88318
H 2.52695 3.88432 4.02951
H 3.16144 -0.70421 -3.23725
H 0.34400 -0.76334 5.91374
H 0.89332 -2.38944 5.48060
H -1.57354 2.26970 -3.34335
H -0.85812 -3.60498 1.18380
H 4.61949 1.85115 4.97709
H -0.62618 -1.76933 4.82586
H -2.04700 0.59031 -2.98539
H 1.89804 -2.39199 -6.96043
H -3.27502 1.96319 2.68341
H 2.15700 -0.64709 4.20324
H -0.39843 -2.62135 -6.07290
H -3.80266 -0.70561 -1.53232
H 4.82628 3.60603 5.00382
H 1.60944 -0.77622 -1.30933
H 3.67734 -1.43903 -5.53147
H -3.47744 -3.05979 -2.15908
H 1.20146 -1.65838 3.10836
H -4.07950 0.38676 2.43214
H 1.90162 1.66879 -3.72689
H -4.00631 2.73711 0.04401
H -1.13194 -1.23160 1.79535
H 3.56882 2.91211 2.96678
H -0.84380 0.91718 -4.24979
H -4.84553 1.18863 -0.18719
H -2.37659 0.48081 2.98371
H 3.60438 2.84951 6.03392
H 2.50696 2.04632 -2.08914
```



(2)
Entry from OMol25: C54H48IOPSn as an isolated structure (ωB97M-V/def2-TZVPD).

Values from the calculation:
Highest occupied orbital energy, eV: 0.306
Kohn-Sham gap, Eh: 0.137
Energy above the lowest of the compared OMol25 structures with the same formula, charge and spin, kJ/mol: 16.1
Total charge: -2

```
106
C54H48IOPSn ωB97M-V/def2-TZVPD
I -1.00693 0.62595 -3.15054
Sn 0.24516 -1.11274 -0.47602
P -1.14669 2.32570 0.42685
O 1.82772 0.57837 2.49614
C 0.16643 -2.10502 2.82771
C -0.63496 3.63464 -0.77255
C -4.25304 -1.33526 -2.09209
C 2.08169 -0.35391 -5.97349
C 1.18414 4.41599 -2.16539
C 4.38491 1.30931 -0.35183
C 1.58406 -4.36380 -3.33681
C -1.69711 -5.00248 0.24649
C 1.86158 -3.84291 2.92109
C 4.05366 2.70767 0.18767
C -0.83349 5.70181 -2.00996
C 0.35137 3.05983 4.25610
C -3.64967 2.53610 -0.84747
C 0.65642 3.48538 -1.28674
C 0.66573 -2.27650 -2.43722
C -1.37064 4.76093 -1.14227
C 0.44031 5.53116 -2.53233
C -2.61001 -3.02450 1.48337
C 1.07141 1.48210 2.61344
C 0.58462 -3.26039 4.89724
C 5.12019 0.49928 0.72745
C 2.10617 -3.71861 -4.42267
C -1.15011 4.86894 3.64058
C -5.77874 2.52613 0.27144
C -5.03461 2.56734 -0.90015
C -3.73759 2.41567 1.54571
C 2.35459 -1.67460 -5.75399
C -0.32889 4.17937 4.58291
C -3.77425 -1.25737 0.36629
C 0.90518 -3.63091 -2.34715
C 2.51415 -3.36534 0.26051
C -3.63251 -1.91319 -0.84806
C 1.15042 -2.87107 2.15383
C 1.44982 -2.65538 0.77108
C 1.02650 -1.64975 -3.66809
C 3.13345 0.59928 -0.65186
C 1.17990 0.31364 -5.12747
C -5.12392 2.43396 1.49256
C 3.24469 -4.30475 1.01303
C -2.94829 -3.12450 -0.88486
C 0.64252 -0.33638 -4.04828
C -0.73446 3.11311 1.98798
C -0.10128 -2.27671 4.15731
C 0.26691 2.48389 2.89760
C -1.32564 4.30684 2.38729
C -3.39113 -1.04878 2.83676
C 2.09726 -0.01638 -0.78420
C 5.25940 1.41911 -1.60646
C -2.97820 2.49253 0.37807
C 1.53467 -4.02951 4.28674
C -2.43262 -3.68878 0.27420
C -3.26330 -1.80088 1.54034
C 2.90687 -4.57000 2.31097
C 1.83642 -2.34672 -4.62295
H -2.80794 -3.62970 -1.83539
H 5.46145 0.42658 -2.01198
H -1.66452 -5.41153 -0.76377
H -1.67234 5.77566 3.92192
H 2.50599 0.17101 -6.82121
H 2.96596 -2.23691 -6.45260
H -0.67202 -4.86105 0.59967
H -2.65511 -0.23973 2.86129
H -2.20099 -3.46043 2.38809
H 0.59774 -4.15232 -1.44770
H -0.26138 4.56073 5.59806
H -3.22755 2.36151 2.49980
H 5.38239 -0.48732 0.34117
H 3.56773 3.31115 -0.58013
H -5.53652 2.61755 -1.86025
H -3.20971 -1.70285 3.68976
H 2.17552 4.26864 -2.57995
H 0.97852 2.55059 4.97979
H -4.28178 -0.29711 0.39940
H -6.86155 2.55747 0.23008
H 2.07776 -4.78250 4.85112
H -4.38096 -0.60003 2.93598
H -5.31456 -1.59752 -2.13602
H -3.06880 2.54442 -1.76341
H 0.37067 -3.38842 5.95301
H 4.96194 3.22493 0.51324
H -2.37629 4.90010 -0.76505
H -0.36910 -1.35316 2.26290
H 0.85443 6.26655 -3.21286
H -2.17925 -5.72948 0.90467
H 1.76199 -5.42561 -3.19739
H 4.46469 0.35806 1.58699
H 0.88256 1.32949 -5.35036
H -5.69898 2.37715 2.41007
H 4.07941 -4.82495 0.55149
H -4.17376 -0.24741 -2.08952
H -1.41858 6.57278 -2.28664
H -0.83664 -1.65113 4.64950
H 1.23296 2.61229 -0.99610
H 2.80758 -3.19871 -0.76966
H 3.44630 -5.30926 2.89574
H 3.37065 2.62768 1.03472
H 2.73555 -4.23961 -5.13712
H -3.76583 -1.71464 -2.99032
H 6.21339 1.90057 -1.36850
H 6.03482 1.01009 1.04743
H -2.00158 4.79252 1.68800
H 4.75543 2.00695 -2.37580
```



(3)
Entry from OMol25: C10H15IO as an isolated structure in a non-equilibrium geometry (ωB97M-V/def2-TZVPD).

Values from the calculation:
Highest occupied orbital energy, eV: -8.406
Kohn-Sham gap, Eh: 0.301
Energy above the lowest of the compared OMol25 structures with the same formula, charge and spin, kJ/mol: 0.0

```
27
C10H15IO ωB97M-V/def2-TZVPD
I -2.90183 0.49212 0.03732
O 0.80258 -1.60247 1.38876
C -0.58399 -1.28511 1.09375
C 1.73750 0.36412 -0.41865
C -1.56921 -2.92729 -0.36747
C -1.25130 -2.61954 0.88129
C -0.16102 2.09037 -0.83800
C -0.82526 -0.85332 -1.37591
C -1.20975 -2.12096 -1.51363
C 0.24974 0.85862 -0.04574
C 0.39543 1.41434 1.35586
C -0.74439 -0.26438 -0.06560
H 1.70195 -0.62764 -0.91517
H 0.82152 0.66824 2.03138
H -0.62224 2.75138 -0.05954
H -0.66285 1.81698 -1.81011
H 0.82521 2.45346 -1.22712
H -1.78067 -3.97910 -0.61232
H 1.30378 -1.14076 0.69057
H 1.09379 2.29505 1.33065
H -0.60956 1.91742 1.67019
H -1.16593 -0.96418 2.06479
H -0.64228 -0.05889 -2.10189
H 2.43061 0.57058 0.43854
H -1.33644 -2.55179 -2.48091
H -1.35664 -3.40210 1.63334
H 2.09612 1.04988 -1.21240
```



(4)
Entry from OMol25: C14H25BeN5O6S as an isolated structure in a non-equilibrium geometry (ωB97M-V/def2-TZVPD).

Values from the calculation:
Highest occupied orbital energy (spin up / spin down), eV: -6.779 / -6.782
Kohn-Sham gap (spin up / spin down), Eh: 0.232 / 0.233
Energy above the lowest of the compared OMol25 structures with the same formula, charge and spin, kJ/mol: 0.0

```
52
C14H25BeN5O6S ωB97M-V/def2-TZVPD
S 2.16354 -0.55681 2.01478
O 2.32389 1.83855 -1.08013
O 2.70463 -0.37243 -2.12633
O -0.40774 -1.15400 -4.47127
O -2.03480 0.31685 0.87458
O -1.13572 -2.00002 0.63262
O -0.81728 0.16394 -2.11361
N 1.08520 1.57423 -0.60866
N 1.64577 -0.86589 -1.55440
N -0.37110 -0.56470 2.69468
N -0.86624 0.85473 0.43429
N -0.20258 -1.62804 -0.23161
C -0.10115 -4.01802 -0.71743
C -1.41809 -0.28381 3.50122
C 1.49057 -2.20107 -1.63785
C 0.86002 0.00799 2.87667
C -0.68455 2.14844 0.68725
C 0.95580 1.08137 3.78047
C 2.40058 -3.05457 -2.43131
C -1.32348 0.70650 4.46208
C -1.56199 3.00180 1.54082
C 0.39421 -2.63490 -0.88280
C -2.09571 -0.35895 -2.81105
C 1.02769 3.97450 0.11406
C -0.12214 1.43425 4.56916
C 0.49463 2.58507 0.03932
Be 0.17378 0.04183 -0.82605
H 3.44937 -2.86301 -2.17363
H 0.20245 4.69648 0.04636
H -0.99806 3.35351 2.41784
H -1.83632 -1.26625 -3.32636
H -0.44806 0.88311 -2.65583
H 1.53936 4.15479 1.06919
H 2.59818 0.94041 -1.56248
H -0.51968 -1.20250 -5.43713
H -1.83880 -0.70064 0.76328
H 0.54740 -4.73126 -1.23108
H -1.90303 3.89186 0.99116
H 2.18913 -4.11610 -2.24167
H 1.92326 1.57064 3.83063
H -2.76701 -0.55784 -1.97535
H 0.49937 -0.83124 -4.31326
H -2.43525 2.44075 1.88461
H -0.03743 2.25345 5.28452
H -1.11300 -4.11615 -1.13933
H -0.14871 -4.28466 0.34781
H -0.51250 -1.29263 1.95329
H -2.18310 0.91200 5.10265
H -2.32481 -0.86570 3.33672
H 1.72798 4.15168 -0.70198
H 2.27321 -2.88532 -3.51188
H -2.46166 0.42782 -3.48756
```



(5)
Entry from OMol25: CHN2O6S2 as an isolated structure in a non-equilibrium geometry (ωB97M-V/def2-TZVPD).

Values from the calculation:
Highest occupied orbital energy, eV: -14.310
Kohn-Sham gap, Eh: 0.319
Energy above the lowest of the compared OMol25 structures with the same formula, charge and spin, kJ/mol: 32.4
Total charge: +1

```
12
CHN2O6S2 ωB97M-V/def2-TZVPD
S -2.90570 0.41543 0.87225
S 2.69818 1.80622 1.81170
O 2.35473 3.02223 1.21186
O -1.94093 -0.56340 -0.21932
O 1.93925 0.49742 0.80165
O 1.19535 1.38872 2.63240
O -1.41236 0.99250 1.71257
O -3.40984 1.44191 0.07583
N -0.62727 -0.27618 -0.00152
N 0.81706 0.67814 1.56846
C -0.36087 0.49661 1.12284
H -0.00742 -0.80108 -0.64970
```



(6)
Entry from OMol25: C21H25Cl3N5ORe as an isolated structure (ωB97M-V/def2-TZVPD).

Values from the calculation:
Highest occupied orbital energy (spin up / spin down), eV: -16.953 / -16.951
Kohn-Sham gap (spin up / spin down), Eh: 0.198 / 0.195
Total charge: +3
Multiplicity: 2

```
56
C21H25Cl3N5ORe ωB97M-V/def2-TZVPD
Re 0.15897 1.03349 0.30232
Cl 0.26017 -5.37659 1.73888
Cl 0.89863 -0.13968 2.45302
Cl -0.90500 -2.06365 -3.21865
O -0.99507 0.07394 -1.18935
N -0.62290 2.86169 1.31150
N 0.54824 2.80933 -0.87174
N -1.72543 0.44262 1.31641
N 2.12463 0.73765 -0.96458
N 0.72346 -1.02203 -0.05248
C -1.13655 -3.22921 0.58046
C -1.23603 3.85697 0.36104
C 0.26148 -3.78892 1.01426
C -3.37748 -1.33644 1.94682
C 3.87997 -0.65403 -2.04705
C -2.11176 -0.78041 1.39839
C -0.65121 3.66613 -1.03474
C 2.66730 -0.40695 -1.21582
C -1.09906 -1.68318 0.78069
C -1.59168 2.55569 2.40607
C 1.31510 2.62265 -2.13291
C -0.70117 -1.10269 -0.67925
C 0.78477 -3.80859 -0.49296
C 1.86185 -1.53875 -0.70377
C 2.58313 1.91289 -1.72261
C -0.84010 -2.26744 -1.61299
C 1.89343 -2.86441 -0.91437
C -0.79963 -3.50562 -0.91206
C 0.37583 -1.48184 1.30847
C -2.55355 1.52592 1.86691
C 0.91718 -2.73878 1.79982
H 3.20549 2.54731 -1.08455
H -0.37165 4.61713 -1.48972
H 4.63723 0.11054 -1.88469
H 2.73302 -3.30782 -1.43669
H -3.22217 1.18279 2.65109
H -1.03825 2.16494 3.25939
H -2.00560 -3.74633 0.97804
H -3.14451 -2.12713 2.66409
H -2.10302 3.46536 2.72215
H -2.30810 3.68341 0.34602
H -3.16463 1.92210 1.05390
H 1.01209 -4.81749 -0.82683
H 0.16783 3.31510 1.76738
H 3.62404 -0.66400 -3.11030
H 1.52013 3.59220 -2.58890
H 1.76412 -2.85157 2.46001
H -1.33165 3.14781 -1.70812
H -4.02321 -0.60998 2.42623
H -1.07899 4.86161 0.75219
H 4.31722 -1.61992 -1.80162
H 0.71188 2.02635 -2.81687
H -1.22722 -4.36904 -1.41462
H 3.16931 1.63764 -2.59648
H 1.19023 3.32925 -0.27215
H -3.94109 -1.80002 1.13131
```



(7)
Entry from OMol25: an isolated ion of composition C4H3N4S and charge -1 in a non-equilibrium geometry (ωB97M-V/def2-TZVPD).

Values from the calculation:
Highest occupied orbital energy (spin up / spin down), eV: -1.748 / -3.823
Kohn-Sham gap (spin up / spin down), Eh: 0.206 / 0.223
Total charge: -1
Multiplicity: 3

```
12
C4H3N4S ωB97M-V/def2-TZVPD
S 3.67958 -1.46522 -1.65462
N 2.42396 -2.43934 0.32502
N 2.25332 -2.45989 1.53721
N 2.17222 -1.26370 2.15945
N -0.83547 -0.03821 0.64201
C 1.31197 -0.60726 -0.61714
C 0.52077 -0.46155 0.52836
C 2.47506 -1.37544 -0.48697
C 1.26112 -0.45925 1.70372
H 1.10507 -0.02406 -1.51318
H -1.59862 -0.46928 0.13217
H -1.03827 -0.24823 1.62690
```



(8)
Entry from OMol25: a single C3H4N2 molecule in a non-equilibrium geometry (ωB97M-V/def2-TZVPD).

Values from the calculation:
Highest occupied orbital energy (spin up / spin down), eV: -7.828 / -7.828
Kohn-Sham gap (spin up / spin down), Eh: 0.307 / 0.307
Energy above the lowest of the compared OMol25 structures with the same formula, charge and spin, kJ/mol: 372.4

```
9
C3H4N2 ωB97M-V/def2-TZVPD
N -1.57937 1.10182 0.71346
N 0.74184 -0.88896 -0.30026
C -0.67537 1.14485 -0.17577
C 0.99465 -1.88694 0.27885
C 0.42950 0.33359 -0.57148
H -1.58350 0.26860 1.33306
H 1.15920 -2.90700 0.40674
H -0.70773 2.16518 -0.53996
H 1.22078 0.66885 -1.14463
```